Entry 1:
DFT (wB97M-V/def2-TZVPD) results for a structure of composition C33H48BrN3P2RuSe in a non-equilibrium geometry.

Each line ends with the Löwdin charge.
Positions of all 89 atoms, in Å:
N1 1.350 -5.626 3.241  0.3163
C1 0.533 -4.691 3.740  -0.0045
C2 -0.253 -3.863 2.926  0.0238
C3 -0.190 -4.032 1.526  -0.2078
C4 0.669 -5.027 1.021  0.0145
C5 1.410 -5.805 1.928  -0.0082
C6 -1.028 -3.195 0.640  -0.3855
Ru1 -0.310 -1.530 0.020  0.6635
P1 -0.010 -0.344 -1.571  0.8871
C7 -0.748 -3.159 -0.827  -0.3648
C8 -1.905 -3.063 -1.735  -0.1990
C9 -1.708 -3.248 -3.154  0.0531
C10 -2.368 -2.520 -4.080  0.0133
C11 -4.129 -1.681 -3.385  -0.7541
C12 -4.164 -2.689 -2.231  -0.0425
C13 -3.161 -2.681 -1.278  -0.0010
Br1 -4.904 -0.260 -2.643  1.0816
H1 -2.078 -3.171 0.953  0.1019
H2 0.072 -3.774 -1.234  0.0972
H3 -0.901 -3.104 3.362  0.1340
H4 0.736 -5.232 -0.053  0.1280
H5 0.493 -4.575 4.829  0.1689
H6 2.068 -6.589 1.543  0.1684
H7 -0.818 -3.766 -3.492  0.1615
H8 -3.323 -2.400 -0.234  0.1329
H9 -2.475 -2.736 -5.134  0.1746
H10 -5.172 -3.036 -2.008  0.1461
P2 2.064 -1.308 0.245  0.9367
C14 -2.728 -1.115 -3.774  -0.4189
C15 -2.680 -0.092 -4.936  -0.0146
H11 -2.215 -0.678 -2.894  0.0753
H12 -4.620 -2.120 -4.314  0.1720
H13 -3.652 0.066 -5.408  0.1017
H14 -2.311 0.888 -4.584  0.0783
H15 -1.957 -0.479 -5.679  0.1076
C16 0.648 -0.839 -3.202  -0.3786
C17 1.395 0.176 -4.049  -0.0964
H16 -0.243 -1.225 -3.727  0.0621
H17 1.281 -1.716 -3.003  0.0692
H18 2.255 0.610 -3.537  0.0847
H19 1.764 -0.356 -4.931  0.1074
H20 0.743 0.976 -4.400  0.0825
C18 0.100 1.500 -1.560  -0.3781
C19 -1.103 2.138 -2.231  -0.1264
H21 1.040 1.741 -2.076  0.0844
H22 0.179 1.810 -0.501  0.0643
H23 -2.046 1.604 -2.047  0.0562
H24 -1.204 3.159 -1.837  0.0961
H25 -0.948 2.224 -3.320  0.0813
C20 2.681 0.437 0.386  -0.3650
C21 4.144 0.594 0.774  -0.0955
H26 2.033 0.949 1.116  0.0496
H27 2.496 0.921 -0.583  0.0701
H28 4.380 0.097 1.717  0.0777
H29 4.812 0.215 -0.005  0.0854
H30 4.380 1.656 0.904  0.1004
C22 3.150 -2.084 -1.047  -0.3346
C23 3.063 -3.598 -1.115  -0.1134
H31 4.190 -1.765 -0.877  0.1074
H32 2.859 -1.633 -2.004  0.0611
H33 3.236 -4.065 -0.141  0.0708
H34 2.094 -3.928 -1.499  0.0491
H35 3.828 -3.975 -1.803  0.1085
C24 2.610 -2.115 1.819  -0.3470
C25 2.078 -1.425 3.068  -0.1369
H36 3.710 -2.194 1.847  0.1189
H37 2.237 -3.150 1.761  0.0454
H38 2.129 -2.113 3.919  0.0897
H39 2.659 -0.535 3.342  0.0842
H40 1.023 -1.142 2.944  0.0120
C26 -2.817 2.697 1.104  0.0048
N2 -1.497 2.647 1.713  -0.0625
C27 -0.796 1.515 1.972  -0.6302
Se1 -1.525 -0.201 1.799  0.8366
N3 0.419 1.917 2.474  0.1277
C28 0.498 3.322 2.476  -0.1680
C29 1.571 4.183 2.686  0.0212
C30 1.340 5.545 2.440  -0.0163
C31 0.095 6.006 1.972  -0.0131
C32 -0.966 5.120 1.729  0.0355
C33 -0.718 3.773 2.002  -0.1536
H41 -2.738 2.770 0.009  0.0921
H42 -3.326 3.580 1.498  0.1170
H43 -3.350 1.782 1.375  0.0636
H44 1.160 1.290 2.781  0.1358
H45 2.525 3.776 3.026  0.1274
H46 2.138 6.272 2.603  0.1334
H47 -0.047 7.077 1.784  0.1361
H48 -1.949 5.418 1.354  0.1285

Values from the calculation:
HOMO energy (alpha / beta) = -18.21 / -18.39 eV
Expectation value of S² = 6.14
Frontier orbital gap (alpha / beta) = 5.20 / 3.92 eV
2S+1 = 5
Molecular weight = 808.65 u
Charge = +4
Electronic energy = -195970.886 eV
Largest force on an atom = 0.1442 Eh/bohr

=====

Entry 2:
DFT (wB97M-V/def2-TZVPD) results for a cluster of 5 separate species, C33H48F5IO17 in total in a non-equilibrium geometry.

Each line ends with the Löwdin charge.
Positions of all 104 atoms, in Å:
C1 7.022 0.956 -2.205  -0.0647
C2 5.567 1.516 -2.070  -0.2136
O1 4.964 0.979 -0.864  -0.0569
C3 3.592 0.934 -1.081  -0.4733
O2 2.964 1.933 -1.020  0.1523
C4 2.849 -0.391 -1.454  -0.0546
C5 2.003 -0.220 -2.782  -0.1429
C6 0.609 -0.914 -2.718  -0.0848
C7 -0.416 -0.226 -1.689  -0.3535
C8 -0.589 -1.257 -0.540  -0.1769
C9 -1.772 -0.960 0.438  -0.7226
C10 -1.772 0.499 1.014  -0.1364
I1 -1.682 -2.332 2.114  0.8817
O3 0.085 1.084 -1.409  0.0580
C11 -0.445 1.948 -2.363  -0.5140
O4 -0.268 3.081 -2.360  0.2389
O5 -1.243 1.221 -3.265  0.0832
C12 -1.731 0.176 -2.433  -0.2598
C13 -2.594 -0.958 -3.027  -0.0955
C14 -3.944 -0.493 -3.659  -0.1378
C15 -4.922 0.234 -2.669  -0.0683
C16 -4.911 1.776 -2.730  -0.3897
F1 -3.904 2.367 -2.033  0.1200
F2 -6.090 2.198 -2.122  0.0722
C17 -4.931 2.401 -4.167  -0.5248
F3 -3.649 2.505 -4.595  0.1451
F4 -5.354 3.685 -4.066  0.1456
F5 -5.693 1.728 -5.024  0.1837
H1 7.490 0.832 -1.202  0.0770
H2 6.983 -0.052 -2.671  0.0695
H3 7.604 1.669 -2.828  0.0781
H4 5.006 1.132 -2.956  0.1266
H5 5.552 2.627 -2.104  0.1156
H6 3.646 -1.156 -1.580  0.1075
H7 2.211 -0.673 -0.596  0.1100
H8 2.596 -0.746 -3.571  0.1179
H9 1.978 0.845 -3.080  0.1168
H10 0.686 -2.008 -2.518  0.1253
H11 0.149 -0.838 -3.735  0.1179
H12 0.327 -1.378 0.080  0.0997
H13 -0.791 -2.238 -1.029  0.1204
H14 -2.746 -1.148 -0.066  0.0444
H15 -2.722 0.663 1.569  0.0620
H16 -0.883 0.617 1.675  0.0801
H17 -1.731 1.281 0.227  0.0751
H18 -2.338 0.583 -1.588  0.1309
H19 -2.002 -1.431 -3.851  0.1256
H20 -2.750 -1.769 -2.278  0.1274
H21 -4.469 -1.421 -3.992  0.1221
H22 -3.707 0.067 -4.585  0.1097
H23 -5.950 -0.177 -2.758  0.1410
H24 -4.588 -0.036 -1.636  0.0824
C18 -7.751 0.013 3.078  -0.0160
C19 -6.667 -0.885 2.529  -0.3210
C20 -5.274 -0.448 2.890  -0.0934
O6 -4.505 -0.937 1.788  -0.0561
C21 -5.343 -0.997 0.718  -0.5029
O7 -4.986 -1.169 -0.408  0.1158
O8 -6.634 -0.833 1.096  0.1105
H25 -8.735 -0.393 2.841  0.0891
H26 -7.669 0.114 4.161  0.0931
H27 -7.703 1.005 2.622  0.0943
H28 -6.850 -1.922 2.827  0.1637
H29 -4.929 -0.888 3.826  0.1356
H30 -5.157 0.638 2.942  0.1444
C22 -1.899 -4.333 6.499  -0.0179
C23 -3.155 -3.683 5.967  -0.3482
C24 -4.011 -3.058 7.034  -0.1036
O9 -5.321 -3.161 6.473  0.0542
C25 -5.308 -4.230 5.627  -0.5543
O10 -6.278 -4.717 5.148  0.1678
O11 -4.037 -4.662 5.406  0.0868
H31 -1.288 -4.706 5.675  0.0869
H32 -1.303 -3.627 7.079  0.0921
H33 -2.140 -5.195 7.124  0.0940
H34 -2.905 -2.963 5.183  0.1174
H35 -3.751 -2.016 7.219  0.1393
H36 -3.991 -3.603 7.982  0.1412
C26 3.921 6.869 -0.232  -0.0204
C27 5.371 6.526 -0.484  -0.3384
C28 6.169 7.659 -1.068  -0.1057
O12 7.168 6.974 -1.822  0.0644
C29 6.644 5.769 -2.175  -0.5504
O13 7.133 5.036 -2.972  0.1596
O14 5.488 5.522 -1.498  0.0811
H37 3.413 6.034 0.252  0.0889
H38 3.828 7.749 0.407  0.0898
H39 3.394 7.053 -1.170  0.0946
H40 5.832 6.140 0.430  0.1595
H41 6.626 8.285 -0.302  0.1391
H42 5.592 8.292 -1.748  0.1408
C30 7.264 -4.345 0.344  -0.0223
C31 6.000 -3.686 -0.156  -0.3386
C32 5.171 -3.056 0.930  -0.0991
O15 3.847 -3.151 0.401  0.0457
C33 3.833 -4.217 -0.445  -0.5566
O16 2.850 -4.699 -0.901  0.1659
O17 5.096 -4.657 -0.697  0.0870
H43 7.853 -4.721 -0.494  0.0867
H44 7.878 -3.643 0.911  0.0914
H45 7.032 -5.206 0.974  0.0928
H46 6.236 -2.966 -0.946  0.1566
H47 5.441 -2.016 1.109  0.1406
H48 5.207 -3.602 1.877  0.1406

Values from the calculation:
HOMO energy = -9.36 eV
Structure (SMILES) = CCOC(=O)CCC[C@@]1(C[C@H](C)I)OC(=O)O[C@H]1CCCC(F)(F)C(F)(F)F.C[C@@H]1COC(=O)O1.C[C@@H]1COC(=O)O1.C[C@@H]1COC(=O)O1.C[C@@H]1COC(=O)O1
Frontier orbital gap = 9.61 eV
2S+1 = 1
Molecular weight = 938.62 u
Electronic energy = -91496.066 eV
Largest force on an atom = 0.0786 Eh/bohr